1.
Computed, not measured: 5 unconnected molecules or ions with the total composition C27H24Cl12F18O5S, with ωB97M-V with the def2-TZVPD basis set.

Atoms and positions in Å:
Cl 6.718 -0.197 1.149
Cl 5.797 7.485 -1.142
Cl 10.173 8.383 3.392
Cl 8.102 5.883 -1.905
Cl 4.269 1.859 -1.915
Cl 3.139 4.224 -3.177
Cl 6.018 3.817 -3.166
Cl 4.811 -1.024 3.183
Cl 8.707 6.959 1.321
Cl 7.820 8.598 -2.911
Cl 7.352 8.945 2.958
Cl 4.472 -1.894 0.424
S -1.375 -1.876 -4.854
F -2.672 -2.673 4.140
F -3.994 -1.283 -0.759
F -1.069 -6.780 2.987
F -2.655 -0.956 1.825
F -3.736 -5.932 3.543
F -1.564 -3.971 2.400
F -5.719 -2.585 1.131
F -1.216 -8.278 1.196
F -0.575 -6.164 0.827
F -4.101 -0.572 3.506
F -1.259 -2.997 -3.587
F -3.691 -7.746 1.475
F -6.145 -0.576 -0.590
F -3.033 -6.283 -0.099
F -4.936 -5.321 1.739
F -4.799 -3.293 3.730
F -3.064 -3.563 0.772
F -6.129 -0.612 2.154
O -0.305 0.437 -2.986
O -4.349 -0.343 -5.601
O 0.044 -1.553 -5.223
O -2.113 2.883 -2.577
O -2.138 -2.561 -5.935
C 1.033 1.768 -1.114
C 1.201 -1.512 2.319
C 5.640 -1.490 1.690
C -2.298 -0.427 -4.181
C -4.800 1.867 -1.044
C -3.595 -5.452 2.213
C -3.848 -1.461 2.418
C 0.918 0.029 1.964
C -1.416 -6.955 1.655
C -4.679 0.408 -3.220
C -4.876 -0.563 0.090
C -4.494 0.969 0.271
C -2.919 -6.560 1.286
C -5.125 -1.357 1.461
C 0.833 0.209 -0.732
C 8.609 7.701 2.925
C 7.519 7.515 -1.545
C -4.044 1.335 -2.344
C -2.554 1.737 -2.744
C -2.962 -3.994 2.129
C -3.853 -0.132 -4.489
C -3.617 -2.897 3.092
C -0.079 -0.497 -1.886
C 2.230 0.939 1.918
C 0.012 0.082 0.640
C -1.663 0.524 -3.329
C 4.438 3.025 -3.235
H -1.064 -0.894 -1.484
H 8.344 6.928 3.643
H 4.366 2.487 -4.178
H -0.551 -0.920 0.591
H 1.585 2.349 -0.305
H 1.963 2.048 2.066
H 8.066 7.891 -0.682
H -0.716 0.967 0.697
H 0.002 2.270 -1.209
H 0.243 -2.117 2.189
H 1.652 1.887 -2.070
H 1.964 -1.901 1.570
H -5.084 1.463 1.122
H -4.386 2.923 -0.854
H 6.241 -2.374 1.895
H -3.390 1.094 0.554
H 2.866 0.806 0.981
H 0.269 0.439 2.825
H -5.931 1.896 -1.240
H -5.728 0.050 -2.995
H 2.913 0.678 2.806
H 1.539 -1.591 3.403
H 1.865 -0.275 -0.669
H 0.570 -1.357 -2.291

## Properties
- charge = 0
- LUMO level (eV) = -1.9630
- HOMO energy (eV) = -10.420
- HOMO-LUMO gap (eV) = 8.46
- multiplicity = 1
- SMILES string = CC(C)C[C@H](C)COC1=C(S(=O)(=O)F)C(=O)C=C(CCC(F)(F)C(F)(F)C(F)(F)C(F)(F)C(F)(F)C(F)(F)C(F)(F)C(F)(F)F)C1=O.ClC(Cl)Cl.ClC(Cl)Cl.ClC(Cl)Cl.ClC(Cl)Cl

---

2.
Computed, not measured: 2 unconnected molecules or ions with the total composition C18H25ClN4O2S, with ωB97M-V with the def2-TZVPD basis set.

Atoms and positions in Å:
Cl -1.245 -2.183 -9.262
S -0.865 0.900 1.188
O 3.563 -0.299 2.161
O 2.926 0.565 5.728
N 1.735 -1.258 5.138
N -2.116 -0.568 -4.521
N 4.350 -1.667 3.678
N -3.054 1.952 -5.452
C -2.243 0.270 -8.585
C 1.869 -1.150 3.673
C 3.321 -1.003 3.134
C 1.896 -0.667 7.473
C -3.455 2.724 -3.179
C -2.672 1.245 -7.673
C -2.998 1.657 -4.137
C -2.640 0.991 -6.299
C 2.233 -0.396 6.026
C -1.748 -1.231 -6.754
C 0.544 -0.136 1.683
C -2.460 0.078 -2.199
C 4.348 -2.704 4.711
C -2.526 0.394 -3.669
C -0.191 2.555 1.502
C -2.169 -0.270 -5.832
C 0.883 -0.068 3.179
C -1.781 -0.969 -8.128
H -2.267 0.470 -9.652
H -2.047 -0.922 -2.039
H -3.793 3.609 -3.727
H -4.287 2.357 -2.572
H -1.819 0.798 -1.686
H 5.277 -3.275 4.657
H 0.300 -1.168 1.432
H -1.393 -2.187 -6.386
H 2.437 0.042 8.099
H -0.054 -0.179 3.728
H 1.292 0.915 3.412
H -2.634 3.019 -2.521
H 3.510 -3.388 4.565
H 1.515 -2.098 3.270
H 0.722 2.698 0.924
H 1.169 -2.008 5.497
H -3.032 2.208 -8.017
H 0.825 -0.541 7.621
H 0.030 2.669 2.563
H 2.193 -1.682 7.732
H -3.459 0.111 -1.756
H -0.924 3.306 1.209
H 4.284 -2.245 5.699
H 5.240 -1.430 3.266
H 1.411 0.160 1.094

## Properties
- charge = 0
- LUMO level (eV) = -0.1697
- HOMO energy (eV) = -8.539
- HOMO-LUMO gap (eV) = 8.37
- multiplicity = 1
- SMILES string = CNC(=O)[C@H](CCSC)NC(C)=O.Cc1nc2ccc(Cl)cc2nc1C

---

3.
Computed, not measured: a molecular structure, C18H28CrNO4P2, with ωB97M-V with the def2-TZVPD basis set.

Atoms and positions in Å:
Cr -0.528 -0.394 0.034
P 0.316 -2.546 0.191
P 0.177 2.007 -0.995
O -0.915 -0.148 2.073
O -2.514 0.335 0.595
O 5.073 -1.081 -3.208
O 3.672 1.550 0.780
N -0.459 -0.775 -2.027
C -3.501 0.635 5.310
C -4.369 0.915 2.661
C -0.098 -2.244 -3.885
C 1.929 -2.758 1.001
C -2.615 0.391 4.260
C -0.916 -0.029 -4.249
C 1.275 2.990 -2.070
C -0.587 -1.277 -4.760
C -0.530 3.367 -0.019
C -4.824 1.013 5.042
C 0.206 -3.088 -1.551
C -0.064 -1.972 -2.520
C -0.734 -3.853 0.885
C -3.058 0.522 2.940
C -5.255 1.159 3.714
C -0.798 0.216 -2.888
C -1.100 1.574 -2.279
C -2.130 0.230 1.823
H -1.487 3.085 0.436
H -1.702 -3.795 0.373
H -5.516 1.203 5.862
H -6.280 1.458 3.499
H 2.611 -1.949 0.698
H 1.982 2.317 -2.573
H -0.726 -1.497 -5.816
H -1.268 0.787 -4.874
H -0.629 4.266 -0.636
H 3.908 0.759 1.269
H 1.758 -2.651 2.086
H 0.656 3.522 -2.809
H -1.583 0.093 4.443
H -1.045 2.335 -3.061
H 0.206 -3.235 -4.226
H -0.878 -3.680 1.958
H 1.813 3.711 -1.438
H -3.159 0.526 6.340
H 2.395 -3.735 0.806
H -0.279 -4.837 0.705
H 4.162 -0.959 -3.518
H -4.682 1.017 1.622
H 1.047 -3.706 -1.818
H 5.004 -1.897 -2.667
H 0.212 3.550 0.775
H -0.673 -3.771 -1.602
H -2.098 1.604 -1.818
H 4.113 1.469 -0.060

## Properties
- charge = +1
- LUMO level (spin up / spin down) (eV) = -2.8760 / -3.1208
- HOMO energy (spin up / spin down) (eV) = -11.242 / -11.567
- HOMO-LUMO gap (spin up / spin down) (eV) = 8.37 / 8.45
- multiplicity = 5

---

4.
Computed, not measured: a molecular structure, C18H16BF4NO9S5Zr, with ωB97M-V with the def2-TZVPD basis set.

Atoms and positions in Å:
Zr 0.065 0.729 -0.874
S -1.246 3.022 -2.355
S -0.721 3.210 3.292
S 2.411 1.694 0.591
S 2.991 0.664 -2.722
S -2.220 1.951 -0.866
F -0.943 -0.195 0.818
F 0.364 -2.083 0.584
F 0.127 -1.157 2.677
F -1.644 -2.227 1.709
O -0.123 2.010 -2.566
O -0.769 4.260 -1.805
O 3.461 -0.305 -3.682
O 2.861 2.017 -3.172
O 2.741 2.318 1.833
O -2.050 3.109 -3.547
O 1.664 2.497 -0.383
O 1.621 0.435 0.707
O 1.793 0.137 -2.003
N -2.735 1.878 2.248
C -1.872 -1.904 -1.635
C -4.157 -2.400 -0.961
C 3.995 1.200 -0.117
C -3.654 -0.179 2.925
C -1.889 0.878 4.196
C 6.332 0.851 0.400
C -2.765 -0.149 4.025
C -3.203 -1.514 -1.435
C -3.818 -3.716 -0.673
C 5.488 0.288 -1.768
C 4.216 0.710 -1.410
C -0.857 -0.950 -2.144
C -1.554 -3.236 -1.345
C -3.591 0.849 2.045
C -1.820 1.957 3.263
C 6.546 0.355 -0.874
C 5.062 1.265 0.771
C -2.506 -4.124 -0.873
B -0.490 -1.506 1.505
H 4.876 1.646 1.765
H -1.307 -0.321 -2.921
H 7.530 0.018 -1.178
H 7.145 0.912 1.113
H -2.616 2.563 1.507
H -0.018 -1.478 -2.602
H -2.750 -0.982 4.717
H 5.628 -0.100 -2.768
H -0.530 -3.563 -1.475
H -2.216 -5.144 -0.645
H -4.561 -4.408 -0.292
H -1.169 0.883 5.000
H -5.176 -2.058 -0.815
H -4.299 -1.023 2.735
H -3.481 -0.489 -1.654
H -4.168 0.902 1.133

## Properties
- charge = -2
- LUMO level (eV) = 4.3697
- HOMO energy (eV) = -2.896
- HOMO-LUMO gap (eV) = 7.27
- multiplicity = 1

---

5.
Computed, not measured: a single C5H8OS molecule, with ωB97M-V with the def2-TZVPD basis set.

Atoms and positions in Å:
S -1.183 0.794 1.344
O 0.099 -1.084 -1.450
C 1.636 -0.036 -0.328
C 0.252 -0.689 -0.171
C -0.385 -0.901 1.231
C -0.848 -0.070 -0.925
C -0.861 1.471 -0.294
H -1.848 -0.550 -0.993
H 1.600 0.835 -0.985
H 2.307 -0.988 -0.985
H -1.774 1.978 -0.569
H 2.080 0.086 0.850
H -0.128 2.109 -0.089
H -1.240 -1.728 1.307
H 0.294 -1.225 2.057

## Properties
- charge = 0
- LUMO level (eV) = 0.8113
- HOMO energy (eV) = -8.824
- HOMO-LUMO gap (eV) = 9.64
- multiplicity = 1
- SMILES string = C[C@@]12CSC[C@H]1O2

---

6.
Computed, not measured: 2 unconnected molecules or ions with the total composition H2N3O2S, with ωB97M-V with the def2-TZVPD basis set.

Atoms and positions in Å:
S -1.879 -1.077 2.401
O 1.231 0.019 -0.751
O 0.449 -1.148 1.543
N -0.366 1.489 -1.478
N 0.348 1.087 -0.588
N -0.692 -0.739 1.329
H -0.263 0.949 -2.501
H 1.173 -0.580 0.046

## Properties
- charge = -1
- LUMO level (eV) = 4.1648
- HOMO energy (eV) = -3.262
- HOMO-LUMO gap (eV) = 7.43
- multiplicity = 1

---

7.
Computed, not measured: a single C19H14ClN3O3 molecule, with ωB97M-V with the def2-TZVPD basis set.

Atoms and positions in Å:
Cl 7.034 1.112 0.852
O -5.761 1.857 -0.150
O 2.134 2.868 -0.817
O -2.165 -4.010 -0.354
N -3.342 -0.754 -0.073
N 0.903 1.063 -0.329
N -3.249 -2.058 -0.351
C -4.458 -0.154 -0.225
C 1.147 -2.126 1.524
C 4.533 -1.103 -1.313
C -0.554 -0.833 -0.238
C -3.662 2.150 0.556
C 5.666 -0.659 -0.652
C 3.321 0.828 -0.564
C -4.574 1.241 0.066
C -2.114 -2.810 -0.177
C 0.627 -0.216 0.164
C 5.622 0.543 0.037
C 3.362 -0.370 -1.272
C 1.464 -0.858 1.074
C -0.881 -2.095 0.239
C 2.097 1.682 -0.564
C 4.461 1.297 0.076
C -5.609 3.141 0.195
C -0.010 -2.754 1.103
C -4.341 3.381 0.638
H -4.082 -2.579 -0.641
H 4.432 2.242 0.597
H 0.095 1.639 -0.535
H 2.356 -0.365 1.428
H -1.209 -0.325 -0.929
H -3.945 4.316 0.978
H 1.807 -2.623 2.219
H -6.461 3.782 0.085
H -5.362 -0.659 -0.580
H -2.650 1.936 0.828
H 6.579 -1.233 -0.677
H 4.567 -2.031 -1.864
H -0.264 -3.745 1.444
H 2.486 -0.720 -1.797

## Properties
- charge = 0
- LUMO level (eV) = 0.0509
- HOMO energy (eV) = -8.366
- HOMO-LUMO gap (eV) = 8.42
- multiplicity = 1
- SMILES string = O=C(N/N=C/c1ccco1)c1cccc(NC(=O)c2cccc(Cl)c2)c1

---

8.
Computed, not measured: a molecular structure, C15H38FO7PSi2, with ωB97M-V with the def2-TZVPD basis set.

Atoms and positions in Å:
P -6.437 -0.874 1.932
Si 5.887 1.227 -1.919
Si 3.062 0.571 -1.486
F 5.629 2.347 -0.807
O -4.983 -1.491 1.566
O 7.253 0.429 -1.546
O -0.320 1.118 2.426
O 4.629 0.190 -1.936
O -7.454 0.309 1.545
O -7.254 -2.032 2.336
O -5.743 -0.003 3.100
C -1.579 0.484 2.278
C -0.399 2.294 0.254
C 0.687 -2.343 -0.967
C -8.870 0.137 1.677
C -6.458 0.164 4.323
C 7.220 -1.660 -0.287
C -4.564 -1.667 0.201
C 2.600 2.348 -1.853
C 1.073 2.625 -1.855
C 0.344 1.341 1.202
C 2.039 -2.087 -1.637
C 2.268 -3.197 -2.684
C 1.994 -0.700 -2.341
C 0.528 3.229 -0.537
C 7.356 -0.140 -0.237
H 1.306 1.786 1.457
H -9.157 -0.910 1.686
H 3.066 2.727 -2.764
H -1.687 0.035 1.288
H -2.397 1.176 2.481
H 7.770 -2.098 0.544
H 0.744 -3.152 -0.240
H -0.947 1.697 -0.483
H 6.586 0.252 0.435
H -0.030 -2.612 -1.745
H 0.301 -1.454 -0.467
H 3.315 -3.490 -2.744
H -0.077 4.093 -0.808
H 2.928 0.340 -0.026
H 8.306 0.153 0.206
H -3.571 -2.107 0.233
H 7.605 -2.015 -1.239
H 3.019 2.949 -1.043
H -4.507 -0.713 -0.324
H 0.958 -0.373 -2.433
H -9.166 0.614 2.611
H -1.636 -0.330 3.002
H 2.404 -0.781 -3.351
H 6.173 -1.935 -0.179
H 1.693 -4.083 -2.412
H 2.848 -2.104 -0.906
H 0.507 1.716 -2.058
H -7.098 -0.697 4.520
H -9.353 0.643 0.843
H -7.061 1.074 4.295
H 0.558 0.388 0.705
H 1.336 3.553 0.120
H -5.717 0.252 5.114
H 6.079 1.822 -3.239
H 1.917 -2.881 -3.664
H -1.151 2.849 0.814
H -5.237 -2.345 -0.327
H 0.868 3.341 -2.648

## Properties
- charge = 0
- LUMO level (eV) = 0.2325
- HOMO energy (eV) = -9.510
- HOMO-LUMO gap (eV) = 9.74
- multiplicity = 1

---

9.
Computed, not measured: 2 unconnected molecules or ions with the total composition C4H12NO2, with ωB97M-V with the def2-TZVPD basis set.

Atoms and positions in Å:
O 1.765 -2.269 0.656
O -3.179 0.658 0.462
N -0.559 -0.805 0.954
C 0.165 -0.637 -0.306
C 1.289 -1.807 -0.503
C 0.893 0.671 -0.425
C 0.169 1.943 -0.020
H -0.666 -1.791 1.168
H 0.154 -0.589 1.647
H 0.659 -2.642 -0.959
H -0.759 2.015 -0.604
H -2.390 0.644 -0.101
H -0.565 -0.612 -1.126
H 1.217 0.722 -1.481
H -2.797 0.446 1.303
H -0.117 1.941 1.024
H 0.768 2.831 -0.251
H 1.976 0.720 -0.168
H 1.977 -1.438 -1.271

## Properties
- charge = -1
- LUMO level (eV) = 3.8966
- HOMO energy (eV) = -2.497
- HOMO-LUMO gap (eV) = 6.39
- multiplicity = 1

---

10.
Computed, not measured: a molecular structure, C43H39BCsI2N8O, with ωB97M-V with the def2-TZVPD basis set.

Atoms and positions in Å:
Cs -0.185 -0.483 0.264
I -0.480 -5.411 2.664
I -5.334 -7.598 -0.144
O -1.255 -3.005 0.768
N 2.581 -0.643 -1.051
N 2.025 1.001 1.975
N 0.946 2.053 -1.254
N -2.876 1.370 0.327
N 3.167 1.326 1.327
N 2.019 2.524 -0.604
N -3.654 -1.427 -0.366
N 3.404 0.427 -1.100
C 5.418 1.254 -2.361
C -3.956 -6.055 0.168
C 4.138 -0.974 -2.635
C 0.728 0.368 6.631
C 1.640 0.711 5.645
C 2.325 0.928 3.265
C -1.141 2.885 -2.162
C -2.935 -6.213 1.094
C 2.907 4.634 0.398
C 0.122 3.074 -1.434
C -3.419 3.543 -2.628
C 5.588 1.790 1.809
C 4.188 1.459 2.210
C -1.280 1.835 -3.070
C 0.964 -5.159 -2.830
C -0.863 -0.234 4.945
C 1.411 -3.328 -1.334
C -4.077 3.189 1.312
C -3.990 0.986 -0.298
C 1.320 0.587 4.292
C 0.047 0.120 3.963
C -5.190 1.672 -0.153
C -4.056 -4.872 -0.557
C -2.082 -3.942 0.583
C 0.741 -4.509 -1.625
C -5.234 2.790 0.665
C 2.522 -3.432 -3.450
C 1.861 -4.616 -3.740
C 3.692 1.209 3.467
C -2.223 3.738 -1.955
C 0.661 4.244 -0.862
C -3.156 -3.841 -0.367
C -2.476 1.641 -3.745
C 1.879 3.848 -0.346
C -0.528 -0.111 6.286
C -3.552 2.491 -3.526
C 3.008 -1.495 -1.972
C -3.270 -2.583 -1.176
C -2.033 -5.185 1.286
C -3.876 -0.239 -1.165
C 4.358 0.250 -2.047
C 2.309 -2.767 -2.242
C -2.924 2.443 1.108
B 3.241 1.657 -0.194
H 5.969 1.076 1.077
H 5.656 2.784 1.365
H 3.096 4.197 1.381
H -0.436 1.178 -3.236
H 0.441 -6.080 -3.057
H 4.224 2.332 -0.330
H 0.247 5.239 -0.845
H 6.033 0.879 -3.179
H -3.978 -2.754 -2.004
H 2.042 -5.112 -4.687
H 3.201 -3.007 -4.179
H 4.726 -1.423 -3.418
H 0.043 -4.908 -0.899
H 4.253 1.210 4.386
H -4.255 4.206 -2.441
H 6.065 1.444 -1.504
H -1.834 -0.616 4.658
H -2.134 4.546 -1.238
H 1.002 0.471 7.673
H 3.856 4.657 -0.141
H -6.070 1.331 -0.683
H -4.058 4.055 1.959
H -2.299 -2.344 -1.627
H 2.616 1.082 5.928
H -6.157 3.342 0.793
H -4.467 -1.655 0.195
H 2.563 5.658 0.537
H -1.237 -0.392 7.055
H 4.987 2.209 -2.663
H -4.487 2.336 -4.050
H -4.847 -4.754 -1.290
H -3.005 -0.105 -1.811
H 1.225 -2.884 -0.368
H -2.569 0.819 -4.444
H -1.991 2.728 1.586
H -2.841 -7.130 1.661
H -4.753 -0.307 -1.831
H -0.227 0.010 2.926
H 6.234 1.759 2.687

## Properties
- charge = -1
- LUMO level (eV) = 1.9286
- HOMO energy (eV) = -4.441
- HOMO-LUMO gap (eV) = 6.37
- multiplicity = 1

---

no.,energy (Ha),largest force on an atom (eV/Å)
1,-9137.20620,4.945
2,-1928.82233,2.329
3,-2785.47467,1.618
4,-3890.31276,0.609
5,-668.51101,6.091
6,-714.03254,3.509
7,-1582.60435,1.552
8,-2141.42064,4.930
9,-364.81224,3.062
10,-2815.92028,0.418